Computed, not measured: a cluster of 6 separate species, C40H42Br2F11N2O2S in total, with wB97M-V/def2-TZVPD.

Properties
Orbital gap in Eh: 0.250
2S+1: 1
E in Ha: -8453.818065
Net charge: +1
LUMO energy in eV: -3.25
Highest occupied orbital energy in eV: -10.0

Cartesian coordinates (Å):
N 11.49213 -1.84374 -1.81402
C 11.71689 -1.99846 -0.36465
C 10.64113 -1.29251 0.49064
C 10.06145 -0.03184 -0.15588
C 8.51331 0.05268 -0.20915
C 8.00953 0.06163 -1.65770
N 6.69233 -0.67929 -1.95457
C 5.65087 -0.35683 -0.89834
C 4.18728 -0.58439 -1.31386
C 3.32927 -1.37600 -0.32676
F 2.04132 -1.24633 -0.76664
Br 3.71842 -3.26424 -0.25950
C 3.43538 -0.77071 1.11581
F 3.71265 0.55533 0.99872
F 4.49186 -1.32308 1.77122
Br 1.85601 -1.03683 2.16459
S 6.90198 -2.38035 -2.47076
O 8.00655 -2.34024 -3.36937
O 5.62189 -2.82489 -2.89804
C 7.45759 -3.40397 -0.97766
F 6.95563 -4.57040 -1.22436
F 8.74689 -3.43952 -0.99654
F 7.01869 -2.92368 0.15773
H 12.32902 -1.52032 -2.27788
H 11.26211 -2.72838 -2.24434
H 11.68755 -3.06057 -0.11989
H 12.71510 -1.66073 -0.10002
H 9.87488 -2.01411 0.76028
H 11.10730 -1.00729 1.43335
H 10.39354 0.82204 0.43275
H 10.46979 0.10536 -1.15200
H 8.09208 -0.75506 0.38213
H 8.21964 0.99288 0.25026
H 7.74435 1.08472 -1.92210
H 8.75706 -0.27277 -2.37063
H 6.34723 -0.25222 -2.82112
H 5.89724 -0.84701 0.03344
H 5.79331 0.70863 -0.73402
H 3.70195 0.38980 -1.35338
H 4.08243 -1.00761 -2.31070
F -0.57683 -0.78522 4.09920
C -1.82471 -0.54602 3.62002
C -2.26558 -1.26659 2.52936
C -3.54461 -1.02015 2.04934
C -4.34425 -0.06300 2.65512
C -3.87384 0.64908 3.74880
C -2.60118 0.40675 4.24587
H -1.62142 -2.00654 2.07258
H -3.92130 -1.57604 1.20192
H -5.33797 0.12689 2.27456
H -4.50343 1.39287 4.21247
H -2.21343 0.94147 5.10304
F -5.90706 -1.75192 -0.34809
C -5.61196 -2.54467 -1.40522
C -4.73152 -2.07787 -2.35846
C -4.43912 -2.89540 -3.44030
C -5.02619 -4.14806 -3.55362
C -5.90964 -4.58966 -2.57804
C -6.20867 -3.78584 -1.48784
H -4.29401 -1.09798 -2.25111
H -3.75170 -2.54853 -4.20046
H -4.79786 -4.77843 -4.40212
H -6.37260 -5.56295 -2.66583
H -6.89220 -4.10906 -0.71446
F -4.21815 0.39247 -4.03441
C -3.23463 0.90097 -4.80508
C -3.49744 2.01940 -5.56888
C -2.48135 2.53357 -6.36022
C -1.23297 1.92644 -6.38255
C -0.99786 0.80087 -5.60587
C -2.00253 0.27911 -4.80341
H -4.47961 2.47075 -5.54102
H -2.66773 3.41146 -6.96329
H -0.44715 2.32959 -7.00654
H -0.02824 0.32126 -5.62588
H -1.84059 -0.59481 -4.18607
F -6.00574 3.26228 4.11270
C -5.53541 4.06845 5.09323
C -6.42118 4.86774 5.78401
C -5.92381 5.69211 6.78283
C -4.56539 5.71075 7.06815
C -3.69653 4.89697 6.35474
C -4.18141 4.06048 5.35976
H -7.47440 4.84330 5.53988
H -6.60248 6.32366 7.33934
H -4.18553 6.35912 7.84553
H -2.63722 4.91123 6.57212
H -3.52214 3.41819 4.79188
F -11.28361 1.18736 -0.42033
C -10.23271 1.29000 0.41810
C -9.16027 0.43832 0.24841
C -8.08127 0.55165 1.11272
C -8.09057 1.50002 2.12721
C -9.18376 2.34165 2.27602
C -10.26738 2.24360 1.41532
H -9.17622 -0.29580 -0.54575
H -7.23230 -0.10627 0.98621
H -7.24919 1.58558 2.80034
H -9.19456 3.07941 3.06697
H -11.12760 2.89225 1.50879

Löwdin atomic charge list, values in e, 6 entries: -0.005 -0.249 -0.184 -0.184 -0.151 -0.100

---

Computed, not measured: a structure of composition C40H42BrN6O4SSeW, with wB97M-V/def2-TZVPD.

Properties
Orbital gap in Eh: 0.222
2S+1: 1
E in Ha: -7619.507667
Net charge: +1
LUMO energy in eV: -4.34
ΔE to the lowest compared entry with this formula, charge and spin in eV: 2.0897
Highest occupied orbital energy in eV: -10.4

Cartesian coordinates (Å):
W 1.04947 -1.24053 0.07144
O 4.25426 -2.13980 2.70912
C 3.41007 -1.55009 2.07455
N 2.19360 -2.01088 1.64061
C 1.81103 -3.32352 1.99693
C 2.60551 -4.35468 2.50952
C 2.02933 -5.58880 2.73764
C 0.68215 -5.82111 2.46746
C -0.11135 -4.80340 1.97888
C 0.45224 -3.55124 1.75383
N -0.25473 -2.43310 1.24095
C -1.49908 -2.26046 1.86155
O -1.84663 -2.84944 2.86004
C -2.43495 -1.30083 1.20489
C -3.72080 -1.09103 1.69073
C -4.53129 -0.21766 0.98631
C -4.03895 0.38795 -0.16285
C -2.73963 0.11266 -0.55301
N -1.95165 -0.71112 0.12841
C 3.58255 -0.12654 1.70516
C 4.62807 0.63398 2.18856
C 4.68381 1.96684 1.82789
C 3.70238 2.46468 0.98819
C 2.70209 1.62936 0.52859
N 2.62891 0.34136 0.89829
H 3.65164 -4.20040 2.70404
H 2.64390 -6.38971 3.12650
H 0.25537 -6.79825 2.64886
H -1.16062 -4.96633 1.78036
H -4.04830 -1.60175 2.58445
H -5.53805 -0.01155 1.32476
H -4.65021 1.06900 -0.73958
H -2.30067 0.56250 -1.43409
H 5.35502 0.16418 2.83494
H 5.47830 2.60697 2.18647
H 3.70760 3.49695 0.66915
H 1.96431 1.99692 -0.15959
C -1.87165 5.60633 2.88634
C -2.69895 4.85017 1.83941
C -3.93001 4.22457 2.50996
C -3.18136 5.84915 0.78732
C -1.84740 3.74196 1.23029
C -1.34454 2.73395 2.04013
C -0.58280 1.71510 1.50621
Br 0.07966 0.41844 2.72832
C -0.30914 1.61609 0.13052
O 0.41507 0.58112 -0.38150
C -0.76411 2.66126 -0.70142
C -1.51884 3.67991 -0.11174
C -0.49707 2.85161 -2.21008
C 0.24949 1.71657 -2.90395
C 0.36032 4.11961 -2.37894
C -1.81848 3.05274 -2.97340
H -2.46984 6.40048 3.33573
H -0.98867 6.05961 2.43302
H -1.53800 4.94803 3.68901
H -4.55617 5.00459 2.94604
H -3.65181 3.53763 3.30972
H -4.52957 3.67248 1.78357
H -3.80321 6.60669 1.26445
H -3.78482 5.36444 0.01708
H -2.34982 6.36455 0.30325
H -1.53621 2.73402 3.10472
H -1.86528 4.47322 -0.75495
H 1.27070 1.63207 -2.53646
H 0.31195 1.94924 -3.96925
H -0.23271 0.74808 -2.78284
H 1.31028 4.01897 -1.84887
H -0.14206 5.00976 -2.00306
H 0.58374 4.27888 -3.43539
H -2.46575 2.17768 -2.89921
H -1.60179 3.21263 -4.03097
H -2.38461 3.91384 -2.62341
Se 2.74307 -0.46455 -1.79906
N 1.65997 -2.79094 -0.66080
C 2.50229 -3.61195 -1.22876
C 2.39303 -5.02249 -1.03304
C 3.30988 -5.85383 -1.59253
C 4.38619 -5.36216 -2.38988
C 4.51460 -4.03549 -2.61487
C 3.57349 -3.09658 -2.05963
N 3.72503 -1.83053 -2.36582
H 1.58862 -5.37775 -0.40128
H 3.24205 -6.92169 -1.43075
H 5.08911 -6.07304 -2.80042
H 5.31263 -3.61670 -3.21267
C -2.30083 -3.01372 -2.21346
S -0.53463 -2.79976 -2.43907
C -0.52321 -2.33390 -4.16946
O -0.20802 -1.47849 -1.74785
H -2.82380 -2.09192 -2.45752
H -2.47008 -3.27580 -1.17111
H -2.62712 -3.83152 -2.85601
H -0.83840 -3.18570 -4.77033
H 0.50353 -2.06864 -4.41710
H -1.17863 -1.47943 -4.32815

Löwdin atomic charge list, values in e, 6 entries: 1.723 0.112 -0.430 -0.063 -0.204 -0.001

---

Computed, not measured: a structure of composition C40H42Cl2MnN5O4S3, with wB97M-V/def2-TZVPD.

Properties
Orbital gap (spin up / spin down) in Eh: 0.164 / 0.248
2S+1: 5
E in Ha: -5389.703644
Net charge: +2
LUMO energy (spin up / spin down) in eV: -8.26 / -6.00
ΔE to the lowest compared entry with this formula, charge and spin in eV: 0.0000
Highest occupied orbital energy (spin up / spin down) in eV: -12.7 / -12.7

Cartesian coordinates (Å):
Mn 0.10635 0.06833 0.04392
S 1.36913 5.94126 0.07522
C 1.51842 7.60305 0.42847
C 1.17497 7.87230 1.71284
C 0.78006 6.70256 2.42362
C 0.82903 5.56625 1.67108
C 0.46046 4.19805 2.07772
C 0.49037 3.13622 1.16046
N 0.12215 1.89466 1.43219
C -0.29674 1.61093 2.68700
C -0.31019 2.57853 3.68958
C -0.71716 2.21677 5.02090
C -1.07545 0.95014 5.30029
C -1.10975 -0.04571 4.26291
C -1.53302 -1.36436 4.51241
C -1.67885 -2.25007 3.47137
C -1.35968 -1.78051 2.18909
N -0.87306 -0.57902 1.93352
C -0.75496 0.29499 2.96351
C -2.13988 -3.63612 3.65546
C -2.93221 -4.38644 2.83784
C -3.20023 -5.68464 3.35707
C -2.59500 -5.89229 4.55649
S -1.71324 -4.52484 5.06765
C 0.06711 3.88554 3.36021
H 1.85619 8.29387 -0.33654
H 1.19822 8.86698 2.14521
H 0.46477 6.72436 3.46194
H 0.85135 3.34551 0.16331
H -0.73074 2.98686 5.78610
H -1.37563 0.66258 6.30278
H -1.79318 -1.66102 5.52509
H -1.51162 -2.43928 1.35462
H -3.36506 -4.00398 1.91548
H -3.80962 -6.43261 2.86038
H -2.62399 -6.77803 5.18075
H 0.05161 4.64480 4.13458
Cl 4.10024 3.10712 -2.40648
C 2.42716 2.83899 -2.15892
C 1.47320 3.69804 -2.68602
C 0.13554 3.43201 -2.44466
C -0.20883 2.33358 -1.69451
N 0.73272 1.51868 -1.18061
C 2.02952 1.75706 -1.41083
H 1.77505 4.55783 -3.27710
H -0.63849 4.08151 -2.82733
H -1.24053 2.08714 -1.49751
H 2.74274 1.06395 -0.98966
C 4.55570 -0.10686 1.37170
S 3.35995 -1.28349 0.78597
C 3.96301 -1.47067 -0.89175
O 2.05802 -0.49006 0.69502
H 5.53806 -0.59200 1.37813
H 4.27418 0.17133 2.38750
H 4.55168 0.76686 0.71638
H 4.46259 -2.43762 -0.96567
H 4.66088 -0.66966 -1.14337
H 3.08892 -1.44115 -1.54178
C 1.31572 -4.84445 -1.05641
C 0.78988 -4.73676 0.38351
C -0.49186 -5.54484 0.54085
C 1.85159 -5.24528 1.35233
N 0.52081 -3.32962 0.78491
N -0.00706 -2.48189 -0.23466
H 1.80793 -5.81203 -1.19311
H 2.05930 -4.06111 -1.27034
H 0.51436 -4.78242 -1.80015
H -0.30464 -6.60609 0.34861
H -1.26520 -5.21171 -0.16515
H -0.87732 -5.43647 1.55638
H 1.99278 -6.32196 1.22867
H 1.55663 -5.05597 2.39269
H 2.81524 -4.75278 1.16305
H 1.34774 -2.90328 1.16547
H -0.94217 -2.80537 -0.45254
H 0.53617 -2.55337 -1.08331
C 2.92590 0.85790 -5.44020
C 1.63894 1.64724 -5.44645
C 1.60225 2.98280 -5.82410
C 0.40609 3.68808 -5.84701
Cl 0.39993 5.35588 -6.31759
C -0.76888 3.07007 -5.48343
C -0.74410 1.73683 -5.07857
C 0.44765 1.03148 -5.07774
O 0.56340 -0.30377 -4.76499
C -0.42758 -0.90068 -3.99378
C -0.06321 -0.70099 -2.51553
O -1.01420 -0.40210 -1.69843
O 1.11607 -0.81788 -2.16390
H 3.78567 1.51777 -5.55446
H 2.93525 0.13833 -6.26366
H 3.02594 0.28218 -4.51562
H 2.52123 3.48258 -6.11662
H -1.70666 3.61580 -5.52538
H -1.67905 1.26564 -4.79412
H -0.39442 -1.96414 -4.21283
H -1.42755 -0.52785 -4.18925

Löwdin atomic charge list, values in e, 6 entries: 1.104 1.063 -0.380 -0.151 -0.101 -0.474